Entry 1:
# H4N

An isolated ion of composition H4N and charge +1 (ωB97M-V with the def2-TZVPD basis set, the OMol25 dataset).

Output
HOMO-LUMO gap, hartree: 0.749
Structure (SMILES): [NH4+]
E_HOMO, Ha: -0.9253
E_tot, hartree: -56.88330
ΔE to the lowest compared entry with this formula, charge and spin, eV: 0.000
Net charge: +1

Each line ends with the Mulliken charge.
CARTESIAN COORDINATES (ANGSTROEM)
N1 0.00 0.01 0.00  -0.55
H1 0.67 -0.09 0.76  0.39
H2 -0.09 -0.90 -0.48  0.39
H3 -0.91 0.26 0.38  0.39
H4 0.33 0.72 -0.66  0.39



Entry 2:
# C4H8O2

One molecule with the formula C4H8O2 (ωB97M-V with the def2-TZVPD basis set, the OMol25 dataset).

Output
HOMO-LUMO gap, hartree: 0.389
Structure (SMILES): C[C@@H](O)CC=O
E_HOMO, Ha: -0.3591
E_tot, hartree: -307.64339
ΔE to the lowest compared entry with this formula, charge and spin, eV: 1.879
Net charge: 0

Each line ends with the Mulliken charge.
CARTESIAN COORDINATES (ANGSTROEM)
C1 -1.59 -0.20 -0.41  -1.21
C2 -0.20 0.36 -0.37  0.35
O1 -0.39 1.56 0.38  -0.49
C3 0.72 -0.70 0.27  -0.55
C4 2.09 -0.13 0.45  -0.05
O2 3.12 -0.71 0.19  -0.49
H1 -2.27 0.78 -0.52  0.29
H2 -1.66 -1.04 -1.12  0.35
H3 -1.84 -0.56 0.60  0.37
H4 0.19 0.59 -1.38  0.21
H5 -1.35 1.75 0.15  0.23
H6 0.78 -1.61 -0.35  0.28
H7 0.32 -0.99 1.25  0.34
H8 2.07 0.91 0.84  0.36



Entry 3:
# C25H26Cl4GeIrN6O3

C25H26Cl4GeIrN6O3 as an isolated structure (ωB97M-V with the def2-TZVPD basis set, the OMol25 dataset).

Output
HOMO-LUMO gap (spin up / spin down), hartree: 0.200 / 0.212
E_HOMO (spin up / spin down), Ha: -0.3084 / -0.3780
E_tot, hartree: -5544.31468
Multiplicity: 5
Expectation value of S²: 6.0470
Net charge: +1

Each line ends with the Löwdin spin population.
CARTESIAN COORDINATES (ANGSTROEM)
Ir1 -0.47 0.50 -0.72  1.41
N1 -1.51 -3.85 -2.25  0.03
C1 -1.67 -2.68 -1.63  0.03
N2 -0.72 -2.02 -1.05  0.13
C2 0.58 -2.54 -1.07  0.11
N3 1.52 -1.88 -0.49  -0.01
N4 1.24 -0.71 0.04  0.30
C3 2.16 -0.04 0.71  0.20
C4 1.78 1.09 1.44  0.10
C5 2.67 1.82 2.26  0.06
C6 2.19 2.82 3.06  0.04
C7 0.80 3.08 3.08  0.10
C8 0.00 2.36 2.23  0.03
N5 0.46 1.42 1.39  0.27
C9 0.83 -3.81 -1.73  0.01
C10 2.10 -4.40 -1.79  0.02
C11 2.27 -5.61 -2.43  0.00
C12 1.18 -6.24 -3.03  0.02
C13 -0.08 -5.67 -2.99  0.00
C14 -0.25 -4.46 -2.34  0.02
H1 -2.29 -4.30 -2.69  0.00
H2 -2.67 -2.27 -1.59  0.00
H3 3.18 -0.40 0.72  0.01
H4 3.72 1.56 2.24  0.00
H5 2.86 3.40 3.68  0.00
H6 0.38 3.82 3.74  0.01
H7 -1.08 2.50 2.25  0.00
H8 2.93 -3.89 -1.32  0.00
H9 3.24 -6.07 -2.47  0.00
H10 1.32 -7.19 -3.53  0.00
H11 -0.92 -6.16 -3.45  0.00
Cl1 0.34 0.22 -6.47  0.21
Ge1 0.91 0.57 -4.34  0.25
Cl2 -1.15 -0.13 -3.40  0.24
Cl3 2.19 -1.16 -3.85  0.11
C15 -3.77 0.46 -1.10  0.00
O1 -3.22 -0.09 0.11  -0.01
C16 -1.97 -0.10 0.39  -0.02
C17 -1.76 -0.75 1.72  0.00
H12 -4.76 0.01 -1.21  0.00
H13 -3.15 0.23 -1.96  0.00
H14 -3.88 1.54 -0.99  0.00
H15 -2.70 -0.82 2.27  0.00
H16 -1.01 -0.23 2.30  0.00
H17 -1.37 -1.76 1.54  0.00
Cl4 4.06 1.99 -1.25  0.01
C18 2.61 2.93 -1.66  0.01
C19 1.76 2.05 -2.59  0.02
O2 1.77 2.29 -3.80  0.18
O3 1.11 1.08 -2.09  0.05
H18 2.93 3.83 -2.18  0.00
H19 2.08 3.16 -0.74  0.00
C20 -2.15 6.58 -2.52  0.00
C21 -1.86 5.18 -2.08  0.00
C22 -2.05 4.08 -2.91  0.00
C23 -1.75 2.81 -2.47  0.01
N6 -1.26 2.56 -1.24  0.03
C24 -1.07 3.62 -0.44  0.00
C25 -1.36 4.91 -0.81  0.00
H20 -2.71 6.59 -3.45  0.00
H21 -1.21 7.11 -2.68  0.00
H22 -2.71 7.12 -1.76  0.00
H23 -2.44 4.21 -3.91  0.00
H24 -1.89 1.97 -3.12  0.00
H25 -0.65 3.42 0.53  0.00
H26 -1.19 5.71 -0.10  0.00



Entry 4:
# C4H5NO

One molecule with the formula C4H5NO (ωB97M-V with the def2-TZVPD basis set, the OMol25 dataset).

Output
HOMO-LUMO gap, hartree: 0.307
E_HOMO, Ha: -0.3412
E_tot, hartree: -285.24697
ΔE to the lowest compared entry with this formula, charge and spin, eV: 4.561
Net charge: 0

Each line ends with the Mulliken charge.
CARTESIAN COORDINATES (ANGSTROEM)
C1 -1.83 -0.01 0.20  -0.94
C2 -0.34 -0.08 0.10  0.70
N1 0.26 -1.26 0.09  -0.19
O1 1.56 -1.12 -0.06  -0.16
C3 1.81 0.31 -0.20  -0.21
C4 0.56 1.04 -0.02  -0.62
H1 -2.26 -1.01 0.27  0.31
H2 -2.13 0.57 1.07  0.26
H3 -2.24 0.49 -0.68  0.24
H4 2.66 0.57 0.43  0.33
H5 2.09 0.47 -1.25  0.28